A molecular structure, C17H37NO3SSe2SiSn. Source: OMol25; level of theory: wB97M-V/def2-TZVPD.

## Properties
total charge	+2
LUMO	-6.16	eV
energy	-181087.887	eV
HOMO energy	-14.90	eV
HOMO-LUMO gap	8.743	eV

Each line ends with the natural charge from an NBO analysis.
Positions of all 63 atoms, in Å:
Sn: 2.905 -1.426 -0.009  0.902
C: 3.784 -0.323 3.549  -0.787
Se: 4.793 -0.929 2.006  0.451
C: 5.788 0.699 1.591  -0.586
C: 5.011 1.961 1.271  -0.589
Se: 4.233 2.038 -0.520  0.965
C: 3.642 3.876 -0.384  -0.794
H: 4.488 -0.043 4.328  0.255
H: 3.191 -1.170 3.886  0.257
H: 3.132 0.507 3.291  0.228
H: 6.475 0.411 0.797  0.281
H: 6.379 0.877 2.492  0.264
H: 5.694 2.814 1.294  0.264
H: 4.187 2.153 1.958  0.246
H: 3.033 3.996 0.508  0.250
H: 3.072 4.091 -1.284  0.267
H: 4.538 4.494 -0.348  0.263
N: 5.744 -0.598 -1.506  -0.363
C: 4.755 -1.042 -1.111  -0.225
C: -2.808 -0.876 -3.617  -0.649
C: -1.641 0.009 -3.232  0.307
C: -1.677 1.353 -3.924  -0.632
C: -0.304 -0.686 -3.387  -0.651
O: -1.798 0.338 -1.773  -0.967
Si: -1.851 -0.509 -0.460  2.554
S: 2.300 1.073 -0.179  -0.548
O: -2.041 0.203 0.920  -0.965
C: -2.475 1.581 1.328  0.304
C: -2.589 1.510 2.834  -0.630
C: -3.809 1.846 0.661  -0.651
C: -1.395 2.540 0.869  -0.646
O: -1.622 -2.053 -0.516  -0.968
C: -1.862 -3.203 0.416  0.305
C: -3.209 -2.985 1.075  -0.655
C: -1.853 -4.422 -0.480  -0.632
C: -0.722 -3.213 1.414  -0.640
H: -2.752 -1.110 -4.680  0.250
H: -3.756 -0.371 -3.434  0.230
H: -2.785 -1.820 -3.070  0.218
H: -1.575 1.205 -4.999  0.241
H: -0.858 1.986 -3.585  0.219
H: -2.621 1.862 -3.738  0.231
H: -0.126 -0.900 -4.441  0.250
H: -0.288 -1.635 -2.848  0.219
H: 0.505 -0.044 -3.033  0.216
H: -3.352 0.794 3.133  0.230
H: -2.869 2.489 3.219  0.240
H: -1.638 1.223 3.282  0.219
H: -4.545 1.100 0.959  0.229
H: -3.714 1.854 -0.427  0.219
H: -4.182 2.824 0.965  0.250
H: -0.445 2.315 1.355  0.214
H: -1.682 3.558 1.131  0.245
H: -1.266 2.497 -0.213  0.222
H: -3.997 -2.903 0.326  0.227
H: -3.206 -2.094 1.704  0.222
H: -3.445 -3.838 1.711  0.252
H: -2.661 -4.378 -1.208  0.229
H: -1.990 -5.316 0.128  0.241
H: -0.904 -4.509 -1.008  0.223
H: -0.635 -2.252 1.924  0.213
H: 0.220 -3.457 0.922  0.217
H: -0.920 -3.976 2.167  0.247


A single C17H28N2O4S molecule. Source: OMol25; level of theory: wB97M-V/def2-TZVPD.

## Properties
LUMO	0.55	eV
energy	-40089.038	eV
HOMO energy	-9.14	eV
HOMO-LUMO gap	9.695	eV

Each line ends with the natural charge from an NBO analysis.
Positions of all 52 atoms, in Å:
C: -0.394 -4.278 0.552  -0.603
C: 0.982 -3.734 0.189  -0.395
C: 1.769 -3.309 1.426  -0.400
C: 3.097 -2.644 1.059  -0.223
N: 2.877 -1.383 0.393  -0.635
C: 3.204 -1.162 -0.896  0.683
O: 3.836 -1.944 -1.579  -0.641
C: 2.728 0.195 -1.396  -0.495
C: 3.785 1.276 -1.143  -0.385
C: 3.192 2.688 -1.214  -0.403
C: 2.465 3.106 0.078  -0.432
C: 1.013 3.548 -0.134  -0.231
N: 0.099 2.450 -0.389  -0.853
S: -0.274 1.511 0.953  2.316
O: 0.734 0.499 1.180  -0.986
O: -0.564 2.405 2.030  -0.932
C: -1.752 0.710 0.379  -0.399
C: -1.689 -0.575 -0.132  -0.110
C: -2.838 -1.178 -0.597  -0.301
C: -4.059 -0.495 -0.556  0.410
O: -5.125 -1.172 -1.036  -0.499
C: -6.393 -0.556 -1.022  -0.257
C: -4.106 0.800 -0.037  -0.333
C: -2.947 1.396 0.428  -0.135
H: -0.300 -5.147 1.201  0.203
H: -0.979 -3.523 1.075  0.199
H: -0.937 -4.577 -0.342  0.206
H: 1.547 -4.495 -0.353  0.204
H: 0.872 -2.876 -0.479  0.192
H: 1.967 -4.180 2.053  0.204
H: 1.175 -2.600 2.009  0.196
H: 3.690 -2.476 1.965  0.191
H: 3.669 -3.272 0.371  0.229
H: 2.259 -0.730 0.861  0.423
H: 1.812 0.445 -0.863  0.200
H: 2.522 0.125 -2.465  0.224
H: 4.579 1.169 -1.884  0.216
H: 4.234 1.126 -0.159  0.204
H: 3.999 3.395 -1.413  0.215
H: 2.507 2.741 -2.064  0.186
H: 2.451 2.278 0.788  0.216
H: 3.002 3.929 0.551  0.216
H: 0.636 4.026 0.772  0.229
H: 0.936 4.254 -0.966  0.202
H: 0.411 1.864 -1.152  0.391
H: -0.742 -1.091 -0.144  0.230
H: -2.824 -2.179 -0.996  0.233
H: -7.078 -1.287 -1.448  0.206
H: -6.710 -0.315 -0.003  0.180
H: -6.405 0.351 -1.634  0.180
H: -5.035 1.346 0.010  0.227
H: -2.957 2.391 0.843  0.240


11 unconnected molecules or ions with the total composition C38H86BN2O28 at a distorted geometry. Source: OMol25; level of theory: wB97M-V/def2-TZVPD.

## Properties
total charge	-1
LUMO	2.05	eV
energy	-101773.501	eV
HOMO energy	-6.83	eV
HOMO-LUMO gap	8.878	eV

Each line ends with the Mulliken charge.
Positions of all 155 atoms, in Å:
O: -1.490 -0.602 3.080  -0.372
C: -0.846 -1.025 2.048  0.083
O: -0.023 -0.293 1.302  -0.701
B: 0.324 -1.132 0.114  1.053
O: -0.146 -2.502 0.383  -0.458
C: -0.805 -2.480 1.541  0.574
O: -1.490 -3.351 2.000  -0.106
O: 1.745 -1.152 -0.176  -0.542
C: 1.998 -0.249 -1.158  0.387
O: 3.084 0.249 -1.385  -0.694
C: 0.727 -0.128 -1.968  0.554
O: -0.273 -0.560 -1.158  -0.024
O: 0.555 0.358 -3.055  -0.585
C: 2.100 -2.653 -4.827  -0.546
N: 1.955 -3.928 -4.094  1.022
O: 0.795 -4.230 -3.791  -0.551
O: 3.044 -4.394 -3.833  -0.536
H: 1.408 -2.355 -5.615  0.264
H: 3.050 -2.551 -5.353  0.329
H: 2.016 -1.803 -4.150  -0.005
C: -0.208 -6.335 0.162  -0.452
N: 1.063 -7.032 0.354  0.979
O: 1.056 -8.205 0.517  -0.607
O: 2.038 -6.317 0.236  -0.561
H: -0.369 -5.383 0.669  -0.025
H: -0.876 -7.049 0.643  0.340
H: -0.254 -6.417 -0.924  0.322
C: -6.454 5.140 1.556  -1.117
O: -5.311 4.325 1.515  -0.014
C: -5.117 3.834 0.202  -0.556
C: -3.755 3.304 0.087  -0.550
O: -3.258 2.888 1.399  -0.088
C: -1.957 2.288 1.282  -0.307
H: -7.426 4.779 1.218  0.353
H: -6.333 5.966 0.855  0.415
H: -6.501 5.639 2.524  0.262
H: -5.080 4.603 -0.569  0.234
H: -5.896 3.104 -0.015  0.363
H: -3.081 3.963 -0.460  0.433
H: -3.721 2.476 -0.621  0.164
H: -1.451 2.100 2.229  0.256
H: -1.222 2.951 0.826  0.400
H: -2.066 1.424 0.626  -0.328
C: -1.885 -3.897 7.785  -0.952
O: -2.142 -3.137 6.565  -0.110
C: -1.199 -3.446 5.552  -0.067
C: -1.285 -4.834 4.972  -0.515
O: -2.530 -5.084 4.433  -0.123
C: -2.658 -6.258 3.729  -0.953
H: -2.005 -4.973 7.656  0.298
H: -2.532 -3.671 8.632  0.303
H: -0.852 -3.793 8.116  0.358
H: -0.210 -3.162 5.911  0.542
H: -1.319 -2.726 4.743  -0.595
H: -1.111 -5.748 5.540  0.579
H: -0.549 -4.886 4.170  0.312
H: -3.193 -7.019 4.299  0.292
H: -1.767 -6.592 3.196  0.402
H: -3.449 -6.124 2.992  0.206
C: 9.965 2.888 -0.719  -0.710
O: 9.710 1.569 -0.208  -0.353
C: 8.999 1.477 1.024  -0.603
C: 7.438 1.541 0.755  -0.224
O: 6.979 2.697 -0.051  -0.417
C: 5.736 2.479 -0.746  -0.657
H: 10.973 2.948 -1.129  0.295
H: 9.827 3.718 -0.026  0.329
H: 9.361 3.138 -1.592  0.249
H: 9.340 2.205 1.761  0.363
H: 9.308 0.532 1.470  0.305
H: 6.895 1.416 1.692  0.342
H: 7.213 0.727 0.066  0.213
H: 5.984 1.804 -1.565  0.189
H: 5.388 3.414 -1.184  0.353
H: 4.932 1.948 -0.235  0.350
C: -5.865 0.446 -2.187  -0.845
O: -4.752 -0.364 -2.581  -0.341
C: -4.143 -0.995 -1.461  0.570
C: -3.420 -2.235 -1.984  0.030
O: -2.776 -1.827 -3.249  -0.327
C: -1.672 -2.694 -3.576  -0.609
H: -6.175 1.011 -3.066  0.302
H: -5.742 1.137 -1.354  0.247
H: -6.717 -0.197 -1.967  0.366
H: -4.930 -1.339 -0.790  -0.018
H: -3.511 -0.347 -0.854  -0.259
H: -4.165 -3.031 -1.977  0.374
H: -2.730 -2.450 -1.169  -0.174
H: -1.210 -2.602 -4.559  0.237
H: -1.837 -3.740 -3.319  0.403
H: -0.957 -2.378 -2.817  0.059
C: 0.651 7.459 -4.626  -0.753
O: 0.357 6.280 -5.449  -0.296
C: 1.277 6.160 -6.507  -0.558
C: 2.129 4.849 -6.270  -0.482
O: 1.223 3.862 -5.606  -0.240
C: 1.933 2.702 -5.365  -0.769
H: 0.712 8.356 -5.242  0.320
H: 1.567 7.368 -4.043  0.298
H: -0.193 7.663 -3.967  0.260
H: 1.867 7.056 -6.703  0.413
H: 0.678 5.920 -7.385  0.285
H: 3.023 5.082 -5.691  0.311
H: 2.513 4.459 -7.213  0.356
H: 1.229 2.016 -4.896  0.177
H: 2.711 2.752 -4.603  0.359
H: 2.198 2.159 -6.272  0.322
C: -4.921 -1.628 5.834  -0.385
O: -5.281 -1.894 4.513  -0.376
C: -4.460 -2.878 3.884  0.652
C: -4.635 -2.938 2.395  -0.228
O: -6.027 -2.744 2.192  -0.342
C: -6.484 -3.187 0.914  -0.612
H: -3.914 -1.221 5.740  0.011
H: -4.916 -2.518 6.463  0.219
H: -5.613 -0.881 6.222  0.297
H: -4.758 -3.860 4.249  0.181
H: -3.395 -2.716 4.048  -0.511
H: -4.271 -3.829 1.882  0.369
H: -4.026 -2.081 2.108  -0.018
H: -5.624 -3.521 0.334  0.157
H: -6.940 -2.365 0.362  0.197
H: -7.040 -4.089 1.168  0.295
C: 9.150 -0.298 -3.593  -0.598
O: 8.232 -1.360 -3.622  -0.283
C: 7.954 -2.006 -4.833  -0.598
C: 6.571 -2.773 -4.943  -0.537
O: 5.514 -1.887 -5.028  -0.392
C: 5.072 -1.299 -3.699  -0.584
H: 9.224 0.053 -2.564  0.084
H: 8.723 0.487 -4.219  0.318
H: 10.103 -0.668 -3.971  0.340
H: 8.632 -2.852 -4.948  0.339
H: 8.004 -1.311 -5.670  0.354
H: 6.530 -3.411 -4.060  0.336
H: 6.524 -3.418 -5.821  0.394
H: 4.801 -2.086 -2.995  0.310
H: 4.083 -0.867 -3.853  0.043
H: 5.783 -0.644 -3.196  0.446
C: -2.972 1.561 4.949  -1.095
O: -3.195 2.810 4.398  0.049
C: -2.679 3.826 5.229  -0.498
C: -2.861 5.262 4.700  -0.615
O: -3.317 5.175 3.360  0.006
C: -3.137 6.368 2.661  -1.029
H: -3.453 1.406 5.915  0.410
H: -1.913 1.305 4.993  0.434
H: -3.263 0.782 4.244  0.171
H: -1.674 3.611 5.593  0.334
H: -3.444 3.873 6.004  0.228
H: -1.951 5.851 4.812  0.356
H: -3.657 5.752 5.261  0.350
H: -3.534 7.143 3.317  0.474
H: -3.652 6.420 1.702  0.165
H: -2.082 6.590 2.501  0.301


13 unconnected molecules or ions with the total composition C14H51O14 at a distorted geometry. Source: OMol25; level of theory: wB97M-V/def2-TZVPD.

## Properties
total charge	-1
LUMO	2.23	eV
energy	-44007.895	eV
HOMO energy	-6.39	eV
HOMO-LUMO gap	8.618	eV

Each line ends with the Mulliken charge.
Positions of all 79 atoms, in Å:
C: -0.074 0.340 -0.939  0.644
C: -0.146 -0.190 0.496  0.006
O: -1.129 -0.906 0.784  0.549
O: 0.656 0.288 1.350  -0.429
H: -0.791 1.137 -1.137  -0.333
H: -0.220 -0.507 -1.611  -0.465
H: 0.896 0.807 -1.124  -0.138
C: 2.989 -1.911 -1.707  -0.053
O: 2.074 -2.953 -1.999  -0.700
H: 2.543 -0.984 -2.073  -0.044
H: 3.207 -1.820 -0.641  0.055
H: 3.963 -2.026 -2.190  0.316
H: 1.335 -2.555 -2.476  0.438
C: 1.074 -4.055 1.259  -0.283
O: 2.301 -4.172 0.519  -0.590
H: 0.771 -3.009 1.302  -0.137
H: 0.301 -4.662 0.784  0.321
H: 1.258 -4.402 2.273  0.298
H: 2.146 -3.801 -0.360  0.386
C: -1.291 -1.907 -3.994  -0.097
O: -0.012 -2.485 -3.747  -0.529
H: -1.851 -1.929 -3.058  -0.232
H: -1.211 -0.890 -4.379  0.226
H: -1.858 -2.522 -4.695  0.432
H: 0.234 -3.043 -4.488  0.242
C: -2.442 2.336 -3.184  -0.387
O: -1.726 3.516 -2.879  -0.488
H: -3.232 2.528 -3.910  0.364
H: -1.707 1.651 -3.615  0.221
H: -2.884 1.921 -2.274  0.021
H: -0.852 3.184 -2.651  0.233
C: -0.661 4.162 0.167  -0.016
O: -1.207 5.022 1.152  -0.575
H: -1.249 3.241 0.127  -0.056
H: -0.752 4.651 -0.804  0.214
H: 0.373 3.838 0.303  0.182
H: -0.479 5.254 1.732  0.314
C: 3.634 1.510 0.205  -0.227
O: 2.600 2.145 0.948  -0.589
H: 3.374 1.432 -0.856  -0.061
H: 4.576 2.051 0.277  0.364
H: 3.738 0.490 0.585  0.029
H: 1.861 1.517 1.061  0.404
C: 3.512 -1.044 3.276  -0.823
O: 2.159 -1.368 3.071  -0.386
H: 4.128 -1.532 2.510  0.244
H: 3.657 0.035 3.187  0.317
H: 3.899 -1.446 4.213  0.297
H: 1.792 -0.747 2.427  0.276
C: 1.089 0.680 5.017  -0.521
O: -0.125 0.376 4.384  -0.534
H: 1.581 -0.175 5.485  0.180
H: 1.823 1.143 4.349  0.149
H: 0.841 1.478 5.722  0.312
H: 0.092 0.140 3.474  0.235
C: -3.823 1.510 1.381  -0.186
O: -3.081 0.575 2.163  -0.463
H: -4.847 1.167 1.206  0.250
H: -3.806 2.476 1.883  0.273
H: -3.385 1.584 0.381  -0.269
H: -2.497 0.048 1.603  0.307
C: -2.962 -3.242 3.154  -0.721
O: -2.448 -1.927 3.163  -0.401
H: -3.614 -3.522 2.321  0.236
H: -2.073 -3.880 3.208  0.281
H: -3.551 -3.485 4.041  0.253
H: -1.880 -1.875 2.383  0.134
C: -3.595 -1.824 -1.581  -0.619
O: -2.499 -2.487 -1.013  -0.614
H: -3.287 -0.982 -2.212  0.068
H: -4.213 -2.457 -2.219  0.282
H: -4.223 -1.434 -0.774  0.259
H: -2.061 -1.815 -0.461  0.346
C: 2.419 3.311 -3.356  -0.358
O: 1.180 4.023 -3.233  -0.432
H: 3.156 3.830 -2.740  0.248
H: 2.290 2.275 -3.053  -0.024
H: 2.777 3.394 -4.385  0.326
H: 1.446 4.903 -3.512  0.249


A molecular structure, C7H12. Source: OMol25; level of theory: wB97M-V/def2-TZVPD.

## Properties
LUMO	1.02	eV
energy	-7448.716	eV
HOMO energy	-7.51	eV
HOMO-LUMO gap	8.525	eV

Each line ends with the natural charge from an NBO analysis.
Positions of all 19 atoms, in Å:
C: 1.824 1.872 0.264  -0.688
C: 0.549 1.361 -0.352  -0.100
C: 0.627 -0.068 -0.880  -0.462
C: -0.518 -0.638 -0.082  -0.081
C: -1.816 -1.028 -0.718  -0.403
C: -0.950 -2.061 -0.045  -0.413
C: -0.490 0.278 1.105  -0.446
H: 2.547 2.084 -0.540  0.240
H: 2.329 1.147 0.921  0.182
H: 1.678 2.813 0.798  0.217
H: -0.448 1.434 0.429  0.268
H: 0.515 -0.163 -1.966  0.215
H: 1.570 -0.566 -0.600  0.177
H: -1.865 -1.032 -1.803  0.217
H: -2.741 -0.728 -0.234  0.211
H: -0.403 -2.763 -0.666  0.218
H: -1.273 -2.459 0.911  0.215
H: 0.310 0.106 1.827  0.211
H: -1.445 0.412 1.630  0.223


A single C4H10O6P2S molecule at a distorted geometry. Source: OMol25; level of theory: wB97M-V/def2-TZVPD.

## Properties
LUMO	0.11	eV
energy	-46008.100	eV
HOMO energy	-9.64	eV
HOMO-LUMO gap	9.750	eV

Each line ends with the natural charge from an NBO analysis.
Positions of all 23 atoms, in Å:
O: 1.777 3.139 -0.087  -0.892
S: 2.161 1.799 0.411  1.723
O: 2.744 1.020 -0.955  -0.696
C: 1.681 0.520 -1.793  -0.102
C: 1.500 -0.984 -1.423  -0.432
C: 0.415 -1.104 -0.330  -0.433
C: 0.733 -0.297 0.979  -0.152
P: -0.646 -0.705 2.227  0.203
P: -2.399 0.360 1.473  1.990
O: -2.806 1.403 2.462  -1.048
O: -2.154 1.060 -0.023  -0.971
O: -3.604 -0.786 1.219  -0.970
O: 0.683 1.114 0.803  -0.711
H: 0.751 1.089 -1.686  0.206
H: 2.043 0.601 -2.825  0.202
H: 2.462 -1.307 -1.004  0.218
H: 1.260 -1.585 -2.309  0.220
H: 0.401 -2.162 -0.013  0.214
H: -0.596 -0.898 -0.700  0.218
H: 1.695 -0.660 1.374  0.213
H: -0.985 -2.076 2.045  0.017
H: -2.806 0.746 -0.648  0.494
H: -4.310 -0.287 0.803  0.489


A single C4H7NO molecule at a distorted geometry. Source: OMol25; level of theory: wB97M-V/def2-TZVPD.

## Properties
LUMO (spin up / spin down)	0.36 / 0.43	eV
energy	-7793.170	eV
HOMO energy (spin up / spin down)	-7.64 / -8.31	eV
HOMO-LUMO gap (spin up / spin down)	8.005 / 8.737	eV

Each line ends with the natural charge from an NBO analysis.
Positions of all 13 atoms, in Å:
O: 2.233 -0.750 0.309  -0.551
N: 1.753 0.326 -0.403  -0.075
C: 0.447 0.045 -0.564  -0.219
C: -0.368 -1.027 -0.074  -0.122
C: -1.557 -0.147 0.212  -0.472
C: -0.579 1.007 0.138  -0.338
H: 3.182 -0.719 0.143  0.482
H: 0.068 0.316 -1.550  0.244
H: -0.005 -1.829 0.554  0.199
H: -2.326 -0.162 -0.563  0.213
H: -2.019 -0.186 1.197  0.221
H: -0.820 1.906 -0.439  0.204
H: -0.011 1.218 1.041  0.213


Question: The highest energy belongs to which entry?
Answer: C7H12


Question: The highest energy belongs to which entry?
Answer: C7H12


Question: Which of these has the highest energy?
Answer: C7H12


Question: Which formula does entry 1 have?
Answer: C17H37NO3SSe2SiSn